[1]
Here is a 6-piece molecular cluster, C34H81BN3O overall from the OMol25 dataset. Energies are from wB97M-V/def2-TZVPD.

```
120
C34H81BN3O wB97M-V/def2-TZVPD
C 5.65 2.56 2.90
B 4.30 3.31 2.86
O 3.99 4.44 3.55
N 3.20 2.75 1.99
C 1.91 2.79 2.28
N 1.50 2.71 3.62
C 0.16 3.37 3.62
C -0.30 3.40 2.14
N 0.89 2.85 1.44
H 5.51 1.55 2.49
H 6.40 3.05 2.28
H 6.03 2.50 3.92
H 3.71 5.21 3.05
H 3.46 2.28 1.13
H 1.39 1.70 3.76
H -0.52 2.91 4.32
H 0.33 4.39 3.93
H -1.18 2.80 1.89
H -0.44 4.44 1.84
H 1.04 3.04 0.46
C 3.70 -0.92 3.03
C 3.75 -2.26 2.30
C 4.29 -3.39 3.18
C 5.74 -3.20 3.65
C 6.75 -3.02 2.52
C 6.84 -4.22 1.58
H 4.69 -0.58 3.33
H 3.26 -0.15 2.39
H 3.09 -1.00 3.93
H 4.34 -2.18 1.39
H 2.73 -2.52 1.99
H 4.20 -4.33 2.63
H 3.65 -3.49 4.06
H 6.02 -4.07 4.25
H 5.79 -2.34 4.32
H 7.74 -2.84 2.97
H 6.52 -2.12 1.95
H 7.10 -5.12 2.13
H 7.61 -4.06 0.82
H 5.90 -4.40 1.06
C -7.26 4.11 0.92
C -6.77 4.82 2.17
C -5.27 5.14 2.15
C -4.36 3.92 2.05
C -4.53 2.88 3.16
C -4.22 3.43 4.55
H -6.77 3.14 0.78
H -8.33 3.94 0.96
H -7.05 4.72 0.03
H -7.00 4.21 3.05
H -7.32 5.76 2.30
H -5.02 5.72 3.05
H -5.06 5.80 1.30
H -3.32 4.26 2.05
H -4.51 3.43 1.09
H -3.87 2.03 2.96
H -5.55 2.48 3.15
H -3.19 3.82 4.60
H -4.31 2.66 5.32
H -4.89 4.24 4.83
C -0.96 3.19 -1.87
C 0.36 2.61 -2.38
C 0.53 2.73 -3.90
C -0.52 1.98 -4.71
C -0.62 0.48 -4.42
C 0.67 -0.28 -4.72
H -1.82 2.67 -2.28
H -1.03 3.11 -0.78
H -1.04 4.24 -2.14
H 0.44 1.56 -2.08
H 1.20 3.14 -1.90
H 1.53 2.37 -4.17
H 0.51 3.79 -4.17
H -0.29 2.12 -5.77
H -1.50 2.44 -4.56
H -1.43 0.07 -5.03
H -0.91 0.32 -3.38
H 0.96 -0.15 -5.77
H 0.53 -1.35 -4.54
H 1.50 0.05 -4.10
C -0.37 -1.01 5.83
C 0.38 -2.21 5.25
C 0.04 -2.48 3.79
C -1.42 -2.82 3.51
C -1.95 -4.03 4.27
C -1.21 -5.32 3.95
H -1.45 -1.16 5.82
H -0.08 -0.83 6.87
H -0.15 -0.10 5.26
H 0.17 -3.10 5.85
H 1.46 -2.04 5.34
H 0.68 -3.29 3.42
H 0.32 -1.59 3.20
H -1.53 -3.00 2.43
H -2.05 -1.95 3.73
H -3.01 -4.15 4.04
H -1.90 -3.84 5.35
H -1.27 -5.55 2.88
H -1.65 -6.17 4.48
H -0.16 -5.27 4.22
C -1.76 -0.69 -8.78
C -1.94 -1.91 -7.88
C -0.67 -2.75 -7.74
C -0.15 -3.37 -9.04
C -1.16 -4.26 -9.77
C -1.60 -5.48 -8.96
H -1.50 -0.98 -9.80
H -2.67 -0.10 -8.83
H -0.96 -0.05 -8.41
H -2.76 -2.52 -8.25
H -2.24 -1.57 -6.88
H -0.86 -3.55 -7.01
H 0.12 -2.13 -7.31
H 0.74 -3.96 -8.81
H 0.17 -2.58 -9.72
H -0.70 -4.60 -10.70
H -2.03 -3.68 -10.06
H -0.74 -6.09 -8.68
H -2.28 -6.10 -9.53
H -2.11 -5.18 -8.04
```

Computed properties:
Charge: +1
HOMO-LUMO gap (eV): 8.773
Highest occupied orbital energy (eV): -12.16
Calculated total energy (Eh): -1608.2841

=====

[2]
Here is C34H81Cu2FO16 as an isolated structure from the OMol25 dataset. Energies are from wB97M-V/def2-TZVPD.

```
134
C34H81Cu2FO16 wB97M-V/def2-TZVPD
Cu -18.53 -2.69 9.51
Cu -18.00 -1.24 6.70
C -16.31 -2.52 8.12
O -16.95 -3.38 8.84
O -15.46 -2.77 7.24
O -17.03 -1.39 8.14
C -18.31 0.56 10.68
C -19.56 -0.37 10.91
C -20.53 0.19 9.85
O -19.23 -1.76 10.84
H -18.65 1.62 10.84
H -17.86 0.41 9.71
H -17.49 0.46 11.37
H -20.01 -0.19 11.87
H -20.68 1.26 10.10
H -21.51 -0.26 9.79
H -20.03 0.05 8.86
C -19.91 -4.42 7.54
C -20.20 -3.03 7.00
C -21.70 -2.70 7.04
O -19.46 -2.06 7.73
H -18.84 -4.74 7.39
H -20.58 -5.13 7.06
H -20.19 -4.48 8.63
H -19.91 -2.96 5.94
H -22.23 -3.29 6.33
H -21.80 -1.63 6.81
H -22.16 -2.89 8.00
C -22.27 3.28 9.17
C -21.01 3.66 8.44
C -21.40 4.07 7.09
O -20.41 4.77 8.98
H -22.05 2.94 10.18
H -22.80 2.43 8.74
H -22.84 4.19 9.32
H -20.29 2.85 8.41
H -20.59 4.24 6.38
H -22.03 4.99 7.13
H -21.89 3.25 6.58
H -20.01 4.56 9.79
C -18.80 -5.43 12.92
C -18.19 -4.25 12.16
C -16.67 -4.11 12.48
O -18.25 -4.45 10.76
H -18.12 -6.26 12.91
H -19.76 -5.81 12.56
H -18.88 -5.21 13.98
H -18.81 -3.33 12.31
H -16.34 -3.63 13.42
H -16.16 -3.60 11.69
H -16.26 -5.13 12.41
H -17.44 -4.83 10.37
C -21.42 4.46 12.80
C -20.16 3.65 12.76
C -20.43 2.17 13.19
O -19.67 3.71 11.43
H -22.05 4.13 13.61
H -22.00 4.28 11.90
H -21.17 5.48 13.09
H -19.52 4.08 13.50
H -20.86 2.03 14.21
H -19.51 1.65 13.27
H -21.09 1.69 12.43
H -18.73 3.44 11.46
C -14.32 -0.89 10.63
C -13.41 -2.01 11.20
C -13.15 -3.15 10.22
O -12.22 -1.43 11.68
H -15.38 -1.10 10.62
H -13.99 -0.68 9.63
H -14.09 0.00 11.20
H -13.98 -2.49 12.04
H -12.50 -3.94 10.60
H -12.57 -2.84 9.32
H -14.10 -3.58 9.91
H -11.80 -1.88 12.44
C -16.89 0.60 14.65
C -16.60 2.10 14.61
C -16.12 2.65 15.91
O -15.69 2.40 13.60
H -15.97 0.02 14.84
H -17.22 0.35 13.63
H -17.68 0.23 15.37
H -17.57 2.59 14.38
H -15.24 2.09 16.26
H -16.90 2.55 16.63
H -15.88 3.71 15.81
H -16.12 2.59 12.75
C -16.31 3.28 8.52
C -15.89 2.92 9.95
C -14.43 3.01 10.17
O -16.69 3.63 10.87
H -16.00 4.32 8.35
H -17.34 3.08 8.25
H -15.63 2.66 7.91
H -16.15 1.90 10.19
H -14.16 2.73 11.20
H -14.08 4.05 10.06
H -13.97 2.33 9.46
H -16.56 4.59 10.77
C -14.02 -1.41 4.52
C -15.16 -0.66 5.23
C -15.27 0.60 4.43
O -16.36 -1.38 5.42
H -13.14 -0.85 4.90
H -14.12 -1.33 3.42
H -13.84 -2.39 4.87
H -14.76 -0.62 6.24
H -15.53 0.32 3.40
H -14.29 1.06 4.48
H -16.01 1.32 4.78
H -16.03 -2.07 6.08
C -20.14 0.93 3.71
C -18.92 0.65 4.58
C -18.84 1.55 5.85
O -19.16 -0.66 5.10
H -21.06 0.89 4.32
H -20.28 0.25 2.91
H -20.08 1.94 3.29
H -17.95 0.66 4.04
H -17.90 1.49 6.36
H -19.57 1.23 6.57
H -18.91 2.63 5.58
H -20.09 -0.77 5.32
C -22.39 -1.91 11.98
C -21.39 -2.05 13.20
O -21.82 -3.28 13.76
C -23.08 -3.69 13.30
O -23.69 -4.61 13.76
O -23.35 -2.90 12.23
F -21.47 -1.14 14.25
H -21.78 -2.18 11.12
H -22.99 -1.00 11.83
H -20.36 -2.14 12.82
```

Computed properties:
Charge: 0
HOMO-LUMO gap (alpha / beta) (eV): 9.258 / 7.940
Highest occupied orbital energy (alpha / beta) (eV): -9.07 / -8.99
Multiplicity: 3
Calculated total energy (Eh): -5928.6488

=====

[3]
Here is a 4-piece molecular cluster, C34H81N3O16P4S overall from the OMol25 dataset. Energies are from wB97M-V/def2-TZVPD.

```
139
C34H81N3O16P4S wB97M-V/def2-TZVPD
C -0.83 -1.87 6.11
C -0.60 -2.78 4.74
C -0.19 -1.82 3.45
C 0.82 -2.69 2.47
C 2.27 -1.93 2.27
C 2.09 -0.89 0.99
C 1.59 0.62 1.46
C 2.03 1.76 0.32
C 1.85 3.24 1.04
C 1.34 4.42 -0.03
C 0.13 5.27 0.69
C -1.35 4.69 0.27
C -1.92 3.74 1.50
C -3.22 4.47 2.24
C -4.53 3.52 1.80
C -5.84 3.75 2.76
C -6.30 2.27 3.35
C -7.47 1.53 2.46
C -7.04 0.05 1.86
P -5.67 0.42 0.53
N -6.34 0.38 -1.12
O -4.45 -0.86 0.54
C -8.38 -0.67 1.22
C -9.28 0.37 0.26
C -10.65 0.89 1.04
N -10.90 2.35 0.73
C -8.07 -1.98 0.30
O -6.85 -2.72 0.66
S -6.54 -2.71 2.33
O -5.13 -3.40 2.53
O -7.54 -3.53 3.18
C -6.35 -0.95 2.95
C -6.95 -0.88 4.47
N -8.45 -0.73 4.58
H 0.21 -1.73 6.64
H -1.58 -2.43 6.83
H -1.25 -0.79 5.83
H 0.21 -3.60 4.98
H -1.58 -3.35 4.42
H -1.17 -1.62 2.81
H 0.25 -0.78 3.76
H 0.29 -2.90 1.44
H 1.04 -3.74 2.97
H 2.63 -1.34 3.23
H 3.07 -2.77 2.02
H 3.09 -0.83 0.35
H 1.27 -1.33 0.26
H 2.12 0.97 2.46
H 0.42 0.57 1.56
H 3.12 1.56 -0.08
H 1.27 1.61 -0.58
H 2.84 3.63 1.53
H 1.06 3.10 1.93
H 0.98 3.92 -1.04
H 2.26 5.11 -0.32
H 0.23 5.18 1.87
H 0.22 6.40 0.37
H -1.26 4.02 -0.71
H -2.14 5.51 0.02
H -2.25 2.72 0.98
H -1.08 3.42 2.28
H -3.02 4.36 3.41
H -3.37 5.58 1.92
H -4.86 3.69 0.68
H -4.16 2.41 1.99
H -6.72 4.34 2.26
H -5.49 4.38 3.71
H -5.38 1.58 3.60
H -6.81 2.51 4.41
H -7.69 2.27 1.55
H -8.50 1.44 3.03
H -5.56 0.20 -1.82
H -6.79 1.28 -1.40
H -3.98 -0.92 -0.34
H -9.15 -1.03 2.05
H -8.64 1.26 -0.16
H -9.64 -0.26 -0.67
H -11.52 0.17 0.65
H -10.58 0.68 2.20
H -10.08 2.94 1.01
H -11.06 2.39 -0.31
H -8.98 -2.73 0.46
H -8.07 -1.77 -0.88
H -5.20 -0.64 3.03
H -6.35 -0.01 5.04
H -6.60 -1.88 5.02
H -8.92 -1.65 4.36
H -8.69 -0.42 5.55
C 8.65 -4.39 -0.23
O 7.35 -3.96 0.14
P 6.41 -3.31 -1.00
O 6.62 -3.84 -2.39
O 6.62 -1.73 -0.82
C 7.86 -1.17 -1.18
O 4.92 -3.53 -0.41
C 4.37 -4.82 -0.51
H 9.38 -3.91 0.43
H 8.71 -5.47 -0.10
H 8.90 -4.13 -1.26
H 8.40 -1.79 -1.89
H 8.46 -1.03 -0.28
H 7.68 -0.19 -1.64
H 4.80 -5.47 0.26
H 4.54 -5.25 -1.50
H 3.29 -4.75 -0.35
C 0.99 1.39 -6.28
O -0.34 1.39 -5.81
P -0.59 1.49 -4.22
O 0.43 2.27 -3.46
O -0.77 -0.04 -3.76
C 0.35 -0.90 -3.78
O -2.10 2.05 -4.12
C -2.29 3.43 -4.36
H 1.14 0.51 -6.92
H 1.15 2.29 -6.88
H 1.72 1.37 -5.47
H 1.29 -0.34 -3.74
H 0.32 -1.50 -4.69
H 0.30 -1.56 -2.92
H -2.26 3.62 -5.44
H -1.53 4.03 -3.85
H -3.27 3.71 -3.98
C 14.05 -2.61 -4.05
O 12.75 -2.18 -3.69
P 11.81 -1.54 -4.82
O 12.02 -2.06 -6.21
O 12.02 0.05 -4.65
C 13.26 0.61 -5.01
O 10.32 -1.75 -4.24
C 9.77 -3.04 -4.33
H 14.78 -2.13 -3.39
H 14.11 -3.69 -3.93
H 14.30 -2.35 -5.08
H 13.80 -0.02 -5.72
H 13.86 0.75 -4.10
H 13.08 1.59 -5.46
H 10.20 -3.69 -3.57
H 9.94 -3.47 -5.32
H 8.69 -2.97 -4.17
```

Computed properties:
Charge: 0
HOMO-LUMO gap (eV): 8.002
Highest occupied orbital energy (eV): -7.77
SMILES: CCCCCCCCCCCCCCCCCC[C@]1(P(N)O)[C@@H](CCN)COS(=O)(=O)[C@@H]1CN.COP(=O)(OC)OC.COP(=O)(OC)OC.COP(=O)(OC)OC
Calculated total energy (Eh): -4475.5432